This record from the OMol25 dataset describes a structure of composition C29H65O2P3Sn in a non-equilibrium geometry. The level of theory is ωB97M-V/def2-TZVPD.

Its charge is +4. Its multiplicity is 1. The HOMO-LUMO gap is 5.23 eV. For the LUMO energy, the calculation gives -15.011 eV. Its highest occupied orbital energy is -20.2 eV. For the energy above the lowest of the compared OMol25 structures with the same formula, charge and spin, the calculation gives 334.6 kJ/mol.

Last column: Mulliken charge in e.
Atoms and positions in Å:
Sn (0.0000, 0.0000, 0.0000)  0.486
C (-1.5366, 0.8974, -0.9785)  -0.037
O (-2.4590, 1.3748, -1.5151)  -0.053
C (1.4176, -1.0875, 0.9756)  0.032
O (2.1714, -1.7792, 1.5399)  -0.027
P (-0.1224, -1.8446, -1.6757)  1.221
C (0.9783, -1.5795, -3.1704)  0.178
H (0.8750, -2.4548, -3.8221)  0.577
C (0.4862, -3.5072, -1.0535)  0.440
H (1.4474, -3.2184, -0.6091)  0.349
C (-1.8035, -2.0409, -2.4840)  0.314
H (-1.9369, -1.0359, -2.9062)  0.488
C (-1.0473, 3.2381, 1.5656)  0.339
P (0.3985, 2.1197, 1.1849)  0.766
H (2.1693, 3.6436, 0.3190)  0.821
H (-1.4064, 3.4871, 0.5593)  0.679
C (1.4940, 2.2153, 2.6948)  0.318
H (1.5242, 3.2681, 3.0029)  0.770
C (-0.3884, -4.0512, 0.0856)  -1.852
H (0.1481, -4.8510, 0.6088)  0.664
H (-1.3200, -4.4747, -0.3013)  0.358
H (-0.6402, -3.2743, 0.8104)  0.408
C (0.7651, -4.6000, -2.0954)  -1.437
H (-0.1561, -4.9743, -2.5482)  0.303
H (1.2559, -5.4470, -1.6003)  0.459
H (1.4261, -4.2604, -2.8977)  0.391
C (-1.9092, -3.0560, -3.6309)  -1.611
H (-1.1029, -2.9581, -4.3634)  0.367
H (-2.8589, -2.9069, -4.1590)  0.465
H (-1.9051, -4.0819, -3.2525)  0.394
C (-2.9392, -2.2503, -1.4723)  -0.595
H (-3.9029, -2.1146, -1.9771)  0.680
H (-2.8799, -1.5404, -0.6464)  -1.162
H (-2.9210, -3.2603, -1.0543)  0.398
C (0.5452, -0.3372, -3.9603)  -1.345
H (-0.4395, -0.4663, -4.4181)  0.295
H (1.2650, -0.1312, -4.7614)  0.557
H (0.4961, 0.5458, -3.3133)  0.175
C (2.4448, -1.4752, -2.7283)  -1.309
H (2.5793, -0.6593, -2.0104)  0.104
H (3.0874, -1.2772, -3.5945)  0.589
H (2.7950, -2.3948, -2.2508)  0.291
C (-0.6714, 4.5361, 2.2913)  -1.709
H (0.1660, 5.0539, 1.8107)  0.406
H (-0.3950, 4.3397, 3.3326)  0.438
H (-1.5285, 5.2197, 2.3019)  0.449
C (-2.1912, 2.4964, 2.2722)  -0.615
H (-1.9303, 2.2291, 3.3000)  0.350
C (2.0253, 1.8855, -0.9457)  -1.303
H (-2.4520, 1.5782, 1.7419)  -0.789
H (-3.0766, 3.1417, 2.3085)  0.598
C (0.5314, 3.9073, -1.0601)  -1.532
H (1.2228, 1.2402, -1.3928)  -0.162
H (2.5658, 2.2514, -1.8282)  0.597
H (2.7076, 1.2766, -0.3514)  0.249
C (1.3834, 3.0286, -0.1374)  0.240
H (1.1508, 4.2876, -1.8813)  0.500
H (0.1097, 4.7679, -0.5343)  0.406
H (-0.2928, 3.3352, -1.4990)  0.275
C (2.9260, 1.7580, 2.3872)  -1.298
H (2.9386, 0.7298, 2.0151)  0.154
H (3.5213, 1.7856, 3.3074)  0.513
H (3.4193, 2.4033, 1.6539)  0.415
C (0.8918, 1.3657, 3.8235)  -1.221
H (0.7504, 0.3329, 3.4885)  0.050
H (-0.0776, 1.7481, 4.1533)  0.292
H (1.5663, 1.3604, 4.6877)  0.527
H (2.9105, 2.6441, -4.1957)  0.031
H (2.8191, 2.0294, -4.6037)  0.013
C (-4.5534, 0.7175, 2.9012)  -1.987
C (-3.3756, -0.2415, 3.2300)  0.958
C (-3.8538, -1.0397, 4.4874)  -1.869
P (-2.3361, -0.9729, 1.7279)  2.360
C (-1.1902, -1.9811, 2.9203)  1.444
C (-0.7728, -1.4598, 4.3280)  -1.847
C (-1.5697, -3.4727, 3.1247)  -1.753
C (-3.9668, -1.9799, 1.3141)  0.433
C (-4.8156, -2.7850, 2.3209)  -1.689
C (-5.0120, -1.2149, 0.4260)  -1.469
H (-5.5167, 0.1794, 2.8767)  0.489
H (-4.4777, 1.2663, 1.9471)  0.328
H (-4.6792, 1.4460, 3.7315)  0.456
H (-2.5960, 0.3619, 3.6744)  -0.016
H (-4.9178, -1.3149, 4.4991)  0.507
H (-3.3263, -1.9553, 4.7175)  0.296
H (-3.7957, -0.3734, 5.3763)  0.342
H (-0.2632, -1.9841, 2.3719)  -0.778
H (-1.3698, -1.8485, 5.1666)  0.476
H (0.2453, -1.8346, 4.5732)  0.486
H (-0.8292, -0.3844, 4.4648)  0.217
H (-0.6771, -4.0336, 3.4789)  0.470
H (-2.3243, -3.6241, 3.9100)  0.419
H (-1.9658, -3.9759, 2.2269)  0.286
H (-3.5379, -2.8451, 0.8127)  0.113
H (-5.5844, -2.1702, 2.8086)  0.346
H (-5.4322, -3.5232, 1.7601)  0.474
H (-4.2369, -3.3817, 3.0358)  0.311
H (-4.5965, -0.5143, -0.3221)  0.205
H (-5.6541, -1.9538, -0.1004)  0.489
H (-5.7170, -0.5968, 0.9905)  0.377

Forces on atoms 1 to 2 (eV/Å):
Sn -1.817 -0.459 1.038
C -8.766 4.775 -5.194